The following is a DFT calculation (wB97M-V/def2-TZVPD) of C36H48N2OP2S2W as an isolated structure at a distorted geometry.

ORCA input file:
```
! wB97M-V def2-TZVPD RIJCOSX def2/J DEFGRID3
* xyz -1 2
W -0.7083 -0.8193 -0.3458
C 4.4493 1.4398 0.0771
C 3.5385 0.2742 -0.2986
C 4.1647 -1.0513 0.1285
P 1.7503 0.3914 0.2797
C 1.7951 1.1796 2.0180
C 2.1481 2.6591 2.1631
C 2.6316 0.3073 2.9478
C 1.1916 1.8538 -0.6739
C 1.8786 2.6702 -1.5539
C 1.2411 3.7586 -2.1333
C -0.0974 4.0023 -1.8821
C -0.8127 3.1681 -1.0438
C -0.1783 2.0869 -0.4359
N -0.8049 1.1703 0.3927
C -1.5064 1.5649 1.4781
C -1.5101 2.8947 1.9520
C -2.1534 3.2445 3.1131
C -2.8050 2.2842 3.8831
C -2.7884 0.9676 3.4688
C -2.1720 0.5884 2.2817
P -2.0246 -1.1200 1.7091
C -3.7799 -1.8559 1.7096
C -4.5577 -1.2773 0.5379
C -4.6412 -1.7435 2.9703
C -1.3928 -2.1534 3.1671
C -0.6184 -3.3253 2.5737
C -0.5084 -1.3594 4.1159
H 5.3225 1.4469 -0.5746
H 4.8014 1.3351 1.0998
H 3.9431 2.3951 -0.0168
H 3.4137 0.2476 -1.3893
H 4.3300 -1.0714 1.2022
H 5.1270 -1.1922 -0.3638
H 3.5114 -1.8837 -0.1231
H 0.7470 1.0752 2.3291
H 3.2225 2.8196 2.1608
H 1.7562 3.0336 3.1103
H 1.7089 3.2493 1.3607
H 3.6928 0.4869 2.8020
H 2.4388 -0.7469 2.7491
H 2.4001 0.5186 3.9923
H 2.9030 2.4772 -1.8289
H 1.7945 4.4004 -2.8040
H -0.5930 4.8425 -2.3497
H -1.8678 3.3245 -0.8724
H -0.9596 3.6446 1.4022
H -2.1258 4.2750 3.4444
H -3.3035 2.5619 4.8016
H -3.2462 0.2119 4.0895
H -3.5849 -2.9199 1.5142
H -4.6598 -0.1987 0.6621
H -5.5539 -1.7168 0.4750
H -4.0185 -1.4796 -0.3806
H -4.9825 -0.7201 3.1093
H -4.1355 -2.0681 3.8781
H -5.5204 -2.3783 2.8435
H -2.2542 -2.5490 3.7136
H 0.3664 -2.9947 2.2520
H -1.1262 -3.7267 1.6965
H -0.4989 -4.1257 3.3016
H 0.2308 -0.8083 3.5407
H 0.0115 -2.0332 4.7965
H -1.0830 -0.6480 4.7055
O -1.5911 -2.7445 -1.0067
N -0.8529 -3.4373 -1.8603
C -1.4372 -4.0054 -2.9427
C -0.7043 -4.7144 -3.8534
C 0.6750 -4.8732 -3.6603
C 1.2591 -4.2988 -2.5402
C 0.5017 -3.5842 -1.6323
S 1.0859 -2.9075 -0.1810
H -2.5027 -3.8530 -3.0068
H -1.1987 -5.1506 -4.7080
H 1.2686 -5.4368 -4.3629
H 2.3171 -4.3791 -2.3479
S 0.8454 -0.7431 -2.4446
C 1.1417 0.5438 -3.5869
C 0.1600 1.3909 -4.0960
C 0.4893 2.4028 -4.9749
C 1.7988 2.5873 -5.3880
C 2.7747 1.7126 -4.9331
C 2.4506 0.7010 -4.0548
H -0.8662 1.2594 -3.7933
H -0.2893 3.0579 -5.3430
H 2.0550 3.3961 -6.0629
H 3.7985 1.8258 -5.2697
H 3.2112 0.0145 -3.7120
C -2.3680 -0.0362 -1.5989
H -3.1222 0.5487 -1.0611
H -2.8983 -0.8088 -2.1696
H -1.9384 0.6469 -2.3385
*
```

Results
**Highest occupied orbital energy (spin up / spin down)**: -3.1 / -2.8 eV
**Energy above the lowest of the compared OMol25 structures with the same formula, charge and spin**: 0.515 eV
**LUMO level (spin up / spin down)**: 0.0989 / 0.0990 hartree

***

The following is a DFT calculation (wB97M-V/def2-TZVPD) of C46H39N3OOsPS5Sb2 as an isolated structure.

ORCA input file:
```
! wB97M-V def2-TZVPD RIJCOSX def2/J DEFGRID3
* xyz 1 1
Os 1.2785 -0.0633 -0.8953
C -3.3265 -0.3953 -1.7359
C -3.3833 0.1498 -0.2993
C -2.0435 0.5447 0.3117
Sb -0.9787 2.2000 -0.5801
C -2.2175 3.9081 -0.4193
C -2.9287 4.1229 0.7567
C -3.7741 5.2212 0.8609
C -3.8968 6.1043 -0.2016
C -3.1782 5.8940 -1.3721
C -2.3426 4.7940 -1.4848
C 0.3268 2.4867 -2.2203
C 0.6340 1.3850 -3.0208
C 1.6709 1.4819 -3.9442
C 2.3700 2.6727 -4.0761
C 2.0307 3.7690 -3.2897
C 1.0207 3.6775 -2.3391
Sb -2.9134 1.3975 -2.8437
C -4.8819 2.1556 -2.9687
C -5.3697 3.0105 -1.9842
C -6.6855 3.4524 -2.0365
C -7.5139 3.0454 -3.0709
C -7.0308 2.1932 -4.0555
C -5.7187 1.7463 -4.0060
C -2.4483 1.2379 -4.8936
C -2.8200 2.3152 -5.6963
C -2.4253 2.3540 -7.0261
C -1.6590 1.3246 -7.5562
C -1.2798 0.2574 -6.7551
C -1.6644 0.2189 -5.4220
H -4.2865 -0.8130 -2.0311
H -2.5500 -1.1553 -1.8533
H -3.8021 -0.6140 0.3630
H -4.0838 0.9920 -0.2496
H -1.3180 -0.2660 0.2573
H -2.1422 0.8505 1.3551
H -2.8270 3.4489 1.6002
H -4.3301 5.3870 1.7741
H -4.5526 6.9607 -0.1184
H -3.2751 6.5840 -2.1999
H -1.8019 4.6248 -2.4107
H 0.0140 0.4826 -3.0184
H 1.9115 0.6266 -4.5626
H 3.1754 2.7518 -4.7930
H 2.5711 4.7000 -3.4014
H 0.8111 4.5157 -1.6848
H -4.7289 3.3476 -1.1778
H -7.0590 4.1192 -1.2700
H -8.5378 3.3925 -3.1128
H -7.6772 1.8742 -4.8625
H -5.3502 1.0852 -4.7819
H -3.4300 3.1191 -5.2986
H -2.7222 3.1875 -7.6490
H -1.3603 1.3533 -8.5956
H -0.6908 -0.5524 -7.1663
H -1.3530 -0.6152 -4.8088
S 4.5035 2.4208 5.0920
C 3.6686 2.4164 3.7043
S 4.2100 1.6437 2.2390
C 2.7701 1.9149 1.2965
C 1.7934 2.6432 1.8733
S 0.2609 3.2888 1.2887
S 2.1198 3.1904 3.5030
S 2.6868 1.5268 -0.4146
C 0.2655 -2.6427 1.1361
P 1.5956 -1.4160 0.9147
C 1.7188 -0.8254 2.6248
C 2.6358 -1.3425 3.5346
C 2.5606 -0.9811 4.8729
C 1.5585 -0.1302 5.3141
C 0.6248 0.3663 4.4139
C 0.7099 0.0226 3.0752
C 3.0831 -2.3990 0.5877
C 4.3432 -1.8326 0.7818
C 5.4874 -2.5403 0.4576
C 5.3849 -3.8187 -0.0767
C 4.1359 -4.3839 -0.2826
C 2.9864 -3.6784 0.0460
H 0.5567 -3.3091 1.9485
H 0.0712 -3.2146 0.2336
H -0.6422 -2.1168 1.4336
H 3.4122 -2.0217 3.2073
H 3.2895 -1.3680 5.5722
H 1.5086 0.1516 6.3573
H -0.1556 1.0362 4.7517
H -0.0030 0.4318 2.3674
H 4.4348 -0.8385 1.2033
H 6.4593 -2.0946 0.6232
H 6.2789 -4.3725 -0.3306
H 4.0496 -5.3798 -0.6965
H 2.0227 -4.1419 -0.1226
O 0.6294 -1.7788 -1.6565
N 0.1126 -1.8230 -2.8944
C -0.2705 -3.0093 -3.1918
C -0.9101 -3.2328 -4.4587
N -1.4229 -3.4269 -5.4668
C -0.1108 -4.1246 -2.2946
N 0.0083 -5.0162 -1.5819
*
```

Results
**Highest occupied orbital energy (spin up / spin down)**: -10.1 / -10.1 eV
**Energy above the lowest of the compared OMol25 structures with the same formula, charge and spin**: 1.949 eV
**LUMO level (spin up / spin down)**: -0.1475 / -0.1475 hartree

***

The following is a DFT calculation (wB97M-V/def2-TZVPD) of an isolated ion of composition CH2O3PS2 and charge -1 at a distorted geometry.

ORCA input file:
```
! wB97M-V def2-TZVPD RIJCOSX def2/J DEFGRID3
* xyz -1 1
C -1.6891 0.2221 0.5611
O 1.6003 -1.1951 -1.1084
O 1.4715 -0.5007 1.2798
O 2.6052 0.8998 -0.4677
P -0.6437 1.1073 -0.4236
S -2.7565 -0.9139 0.0383
S 1.6531 -0.1333 -0.1111
H -1.8578 0.4271 1.6982
H -0.3830 0.0867 -1.4666
*
```

Results
**Highest occupied orbital energy**: -4.4 eV
**SMILES**: O=S(=O)([O-])PC=S
**Energy above the lowest of the compared OMol25 structures with the same formula, charge and spin**: 0.866 eV
**LUMO level**: 0.0947 hartree

***

The following is a DFT calculation (wB97M-V/def2-TZVPD) of a 13-piece molecular cluster, C6H41N2O12 overall at a distorted geometry.

ORCA input file:
```
! wB97M-V def2-TZVPD RIJCOSX def2/J DEFGRID3
* xyz 1 1
N 1.0881 2.1490 -0.5362
C -0.4142 1.9346 -0.6999
C -1.0296 2.9578 0.2119
C -0.6011 0.4869 -0.1878
N 0.2170 -0.4043 -1.0592
C -0.9549 -2.6076 -1.3610
C -0.5456 -1.2486 -2.0058
C -1.7130 -0.5703 -2.6430
H 1.3876 1.8722 0.4130
H 1.6641 1.5255 -1.1065
H 1.2711 3.1230 -0.7648
H -0.6433 1.9789 -1.7592
H -0.7946 3.9811 -0.0787
H -2.1090 2.7738 0.2650
H -0.7630 2.7657 1.2667
H -1.6917 0.2060 -0.1377
H -0.3330 0.3769 0.8653
H 0.7128 -0.9767 -0.3816
H -1.1544 -2.5830 -0.2975
H -0.2538 -3.4056 -1.6403
H -1.8191 -3.0361 -1.8679
H 0.1711 -1.5903 -2.7517
H -1.3747 0.3901 -3.0499
H -2.0642 -1.0620 -3.5528
H -2.5780 -0.5161 -1.9947
H 0.7860 3.0743 -3.5368
H -0.0109 4.3015 -3.3477
O 0.5440 3.7005 -2.8369
H 2.8646 -1.0869 1.6663
H 4.4102 -0.7587 1.4767
O 3.5452 -0.6996 1.0678
H 4.4044 1.3921 -1.1223
H 3.7300 0.3562 -0.2343
O 3.5294 1.1122 -0.8407
H 1.1955 -2.5043 2.9318
H 0.7168 -1.1555 2.3604
O 1.5120 -1.6460 2.6148
H -4.5360 -0.2411 0.1182
H -4.9132 1.1660 -0.2834
O -4.1616 0.6532 0.0440
H -1.1524 -0.5791 4.2289
H -1.5109 0.0595 2.9305
O -0.7921 -0.4925 3.3414
H -3.0990 1.0511 1.6504
H -3.1820 1.1739 3.1706
O -2.5852 1.3329 2.4273
H 0.8173 -4.7986 1.1694
H 1.5836 -3.4454 0.9641
O 0.8319 -3.8703 1.4142
H 0.3696 1.1189 2.6875
H 1.8602 0.7849 2.5701
O 1.2242 1.4820 2.3818
H 2.2578 -3.4111 -1.3388
H 3.3632 -2.4793 -0.7612
O 2.5496 -2.9525 -0.5483
H 1.1956 0.2104 -3.2848
H 2.0850 1.4264 -3.7327
O 1.2198 1.0176 -3.8056
H -4.5374 -2.2962 1.8328
H -3.0939 -1.9352 1.6544
O -3.9731 -1.6535 1.3840
*
```

Results
**Highest occupied orbital energy**: -11.9 eV
**Energy above the lowest of the compared OMol25 structures with the same formula, charge and spin**: 0.616 eV
**LUMO level**: -0.0812 hartree

***

The following is a DFT calculation (wB97M-V/def2-TZVPD) of a 8-piece molecular cluster, C10H10BCl28FO2P2 overall at a distorted geometry.

ORCA input file:
```
! wB97M-V def2-TZVPD RIJCOSX def2/J DEFGRID3
* xyz 0 1
C 2.0068 -0.8133 -2.4419
C 2.3295 0.4679 -3.2359
B 1.5063 1.7663 -2.8656
O 1.7848 2.9287 -3.5323
P 0.1294 1.9885 -1.5370
F 0.4427 1.0088 -0.2984
P -1.7581 1.2430 -2.4688
C -1.5910 -0.5332 -2.9502
O -1.9319 2.0506 -3.9218
H 2.8045 -1.0947 -1.7633
H 1.0570 -0.7864 -1.9197
H 1.9387 -1.6413 -3.1467
H 2.1394 0.2653 -4.2960
H 3.3908 0.7130 -3.1787
H 2.0787 2.7445 -4.4383
H -0.6318 -0.8203 -3.3675
H -1.9033 -1.1388 -2.1038
H -2.3307 -0.6999 -3.7346
H -1.1153 2.5113 -4.1732
C 0.6746 -4.8788 -3.7340
Cl 0.9874 -4.5993 -2.0193
Cl -0.1147 -3.4529 -4.4139
Cl 2.2019 -5.1584 -4.5819
Cl -0.3711 -6.2895 -3.9226
C -5.0846 0.4199 0.7567
Cl -5.0470 -0.6097 2.1942
Cl -5.8263 1.9703 1.1658
Cl -3.4382 0.6931 0.1749
Cl -6.0305 -0.3705 -0.5110
C 5.1130 -2.9754 -0.8157
Cl 6.3202 -3.9970 -0.0278
Cl 4.3022 -3.8878 -2.0923
Cl 3.9187 -2.4500 0.3778
Cl 5.9009 -1.5564 -1.5150
C -3.6459 0.1158 5.9231
Cl -2.5625 0.8052 4.7097
Cl -2.9439 0.3236 7.5306
Cl -5.2092 0.9376 5.8522
Cl -3.8645 -1.6098 5.5970
C 7.8634 1.9686 -0.2284
Cl 7.4477 3.6750 -0.4131
Cl 7.6417 1.1395 -1.7752
Cl 9.5482 1.8215 0.2793
Cl 6.8126 1.2323 0.9851
C -8.5329 -1.6015 7.7513
Cl -8.5117 -2.5874 9.2188
Cl -9.2354 -0.0205 8.1156
Cl -6.8846 -1.3870 7.1554
Cl -9.5062 -2.4065 6.5153
C 1.5480 4.9159 1.4243
Cl 0.6070 6.3765 1.1068
Cl 1.7921 4.0375 -0.0906
Cl 3.1123 5.3625 2.1219
Cl 0.6711 3.8841 2.5591
*
```

Results
**Highest occupied orbital energy**: -8.1 eV
**SMILES**: CCB(O)P(F)#P(C)O.ClC(Cl)(Cl)Cl.ClC(Cl)(Cl)Cl.ClC(Cl)(Cl)Cl.ClC(Cl)(Cl)Cl.ClC(Cl)(Cl)Cl.ClC(Cl)(Cl)Cl.ClC(Cl)(Cl)Cl
**LUMO level**: -0.0092 hartree

***

The following is a DFT calculation (wB97M-V/def2-TZVPD) of C29H18N3O6PbS2 as an isolated structure at a distorted geometry.

ORCA input file:
```
! wB97M-V def2-TZVPD RIJCOSX def2/J DEFGRID3
* xyz -1 1
Pb -2.2400 -0.1688 -2.4096
O -1.5795 1.3217 1.8767
C -2.0229 0.9759 0.6825
O -1.5239 0.0795 0.0498
C -3.1758 1.7631 0.1540
C -3.8646 2.7054 0.8822
C -4.9248 3.3623 0.2639
C -5.2352 3.0629 -1.0466
C -4.4898 2.0928 -1.7128
N -3.4969 1.4613 -1.1065
C -4.8078 1.7035 -3.1719
O -5.6725 2.3822 -3.7159
O -4.1426 0.7241 -3.6287
H -0.7561 0.7884 2.0212
H -3.5694 2.9076 1.9022
H -5.4990 4.1029 0.8063
H -6.0370 3.5435 -1.5884
C -0.8307 3.8445 -4.1794
C 0.4841 3.5860 -4.5382
C 1.0501 2.3574 -4.2320
C 0.3032 1.3779 -3.5763
C -1.0403 1.6088 -3.2523
C -1.5779 2.8572 -3.5486
C 1.0124 0.1867 -3.0252
C 2.1590 -0.3645 -3.5860
C 2.8839 -1.2899 -2.8534
C 2.4888 -1.6308 -1.5651
C 3.2892 -2.4745 -0.6782
C 2.9027 -2.7966 0.5544
C 1.6201 -2.3135 1.1890
C 0.7948 -1.3655 0.2772
C 1.2763 -1.1027 -1.1201
N 0.5524 -0.2575 -1.8478
H -1.2727 4.8117 -4.3910
H 1.0775 4.3521 -5.0225
H 2.0967 2.1837 -4.4534
H -2.6156 3.0677 -3.3065
H 2.4822 -0.0662 -4.5747
H 3.7836 -1.7318 -3.2686
H 4.2429 -2.8269 -1.0572
H 3.5220 -3.4293 1.1771
H -0.0875 -3.1932 1.9950
H -0.2748 -1.5688 0.2750
O 2.6250 -5.0273 2.5948
S 1.5130 -4.2291 3.0415
O 0.4135 -4.9179 3.6736
N 0.8447 -3.4797 1.7035
C 1.8690 -1.2964 2.2492
S 1.1531 0.0938 1.3899
C 2.0863 -1.5623 3.5773
C 2.3180 -0.5591 4.5772
C 2.6046 -0.8976 5.8747
C 2.6377 -2.2362 6.3075
C 2.3313 -3.2294 5.3962
C 2.0669 -2.9183 4.0677
H 2.2985 0.4803 4.2648
H 2.8162 -0.1057 6.5864
H 2.8741 -2.4801 7.3353
H 2.2636 -4.2655 5.7112
*
```

Results
**Highest occupied orbital energy**: -3.1 eV
**Energy above the lowest of the compared OMol25 structures with the same formula, charge and spin**: 2.276 eV
**LUMO level**: 0.0523 hartree

***

Number 1: E_tot -85213.6595 eV. Number 2: E_tot -133849.3374 eV. Number 3: E_tot -38171.0000 eV. Number 4: E_tot -34433.8186 eV. Number 5: E_tot -387225.4400 eV. Number 6: E_tot -74040.4894 eV.